# 1
An isolated molecule of C22H28N4O6 in a non-equilibrium geometry, computed with the ωB97M-V functional and the def2-TZVPD basis.

Calculated values
**E_tot**: -41515.257 eV
**Multiplicity**: 1
**Energy above the lowest of the compared OMol25 structures with the same formula, charge and spin**: 170.1 kJ/mol
**Total charge**: 0
**SMILES string**: CCCCn1c(N)c(N(CCOC)C(=O)c2oc3ccc(OC)cc3c2C)c(=O)[nH]c1=O
**E_HOMO**: -7.966 eV

Last column: Löwdin charge in e.
Positions of all 60 atoms, in Å:
O 1.351 -3.756 0.896  0.089
O 3.723 -1.274 1.477  -0.220
O -0.173 2.465 -2.765  0.087
O 1.666 -1.632 -3.311  0.067
O -0.815 -1.677 1.514  0.103
O -5.890 -0.194 0.156  -0.090
N 0.803 0.441 -2.994  0.218
N 1.288 0.243 1.019  0.227
N 1.835 -2.030 -0.486  0.018
N 0.518 1.381 -0.886  0.069
C -4.616 -0.589 0.442  -0.273
C 1.323 -0.771 -2.525  -0.425
C 4.144 -1.496 0.149  -0.183
C 0.048 2.497 -0.080  -0.139
C -2.931 -0.618 2.199  0.012
C 3.877 -2.386 2.342  -0.078
C -4.189 -0.288 1.749  -0.003
C 1.775 5.609 1.469  -0.113
C 0.665 4.616 1.145  -0.266
C 1.090 0.271 -0.315  -0.204
C 3.216 -2.435 -0.641  -0.089
C -2.494 -1.572 -0.002  -0.102
C 0.341 1.494 -2.260  -0.470
C -3.773 -1.234 -0.446  0.050
C -0.397 -2.231 0.339  -0.126
C -2.088 -1.266 1.308  -0.207
C -1.303 -2.735 -2.007  -0.007
C 0.998 -2.763 0.291  -0.361
C 1.171 3.481 0.257  -0.191
C 1.406 -0.823 -1.097  -0.114
C -6.403 -0.469 -1.124  -0.092
C -1.366 -2.208 -0.618  -0.146
H 1.997 2.968 0.757  0.110
H 1.396 6.410 2.098  0.069
H -2.019 -3.547 -2.131  0.091
H 1.938 -0.453 1.371  0.101
H -0.149 5.133 0.635  0.113
H 1.557 3.894 -0.676  0.124
H -5.823 0.033 -1.906  0.095
H 5.165 -1.900 0.132  0.127
H 3.175 -3.188 2.100  0.074
H -0.440 2.112 0.820  0.128
H -4.891 0.214 2.395  0.117
H 3.483 -2.409 -1.700  0.129
H -6.429 -1.545 -1.324  0.096
H 4.146 -0.505 -0.315  0.126
H 0.265 4.202 2.074  0.109
H 3.670 -2.017 3.345  0.094
H -0.705 3.012 -0.682  0.130
H -0.309 -3.107 -2.238  0.079
H 1.180 1.078 1.563  0.104
H 3.291 -3.459 -0.271  0.128
H -7.419 -0.078 -1.124  0.092
H -1.559 -1.950 -2.719  0.089
H -4.071 -1.479 -1.452  0.110
H 0.703 0.525 -3.999  0.171
H 4.901 -2.768 2.299  0.093
H 2.170 6.048 0.556  0.073
H -2.613 -0.391 3.203  0.117
H 2.591 5.117 1.993  0.072



# 2
An isolated molecule of C5H9N, computed with the ωB97M-V functional and the def2-TZVPD basis.

Calculated values
**E_tot**: -6816.690 eV
**Multiplicity**: 1
**Energy above the lowest of the compared OMol25 structures with the same formula, charge and spin**: 415.3 kJ/mol
**Total charge**: 0
**E_HOMO (spin up / spin down)**: -7.372 / -7.372 eV

Last column: Löwdin charge in e.
Positions of all 15 atoms, in Å:
N 0.838 1.426 1.193  0.114
C -0.495 0.010 -1.561  -0.087
C -0.374 1.429 1.344  -0.148
C -1.141 0.219 0.885  -0.176
C -0.248 -0.541 -0.155  -0.450
C 1.183 -0.448 0.239  -0.060
H -1.316 -0.390 1.783  0.110
H 1.502 -1.090 1.063  0.069
H -0.221 1.071 -1.611  0.084
H -1.549 -0.082 -1.846  0.075
H 1.772 1.235 0.842  0.095
H -2.123 0.477 0.474  0.099
H 1.904 -0.426 -0.584  0.066
H -0.586 -1.587 -0.103  0.135
H 0.106 -0.531 -2.301  0.075



# 3
A structure of composition C33H38AuN4O2S2Sb2, computed with the ωB97M-V functional and the def2-TZVPD basis.

Calculated values
**E_tot**: -83324.212 eV
**Multiplicity**: 1
**Energy above the lowest of the compared OMol25 structures with the same formula, charge and spin**: 67.5 kJ/mol
**Total charge**: +1
**E_HOMO (spin up / spin down)**: -10.219 / -10.219 eV

Last column: Löwdin charge in e.
Positions of all 82 atoms, in Å:
Au -0.008 -0.934 0.186  0.555
Sb -3.449 -0.357 -0.457  1.286
Sb 0.677 2.528 1.532  1.393
S -1.804 -2.058 1.084  0.481
S 2.677 0.806 -0.313  0.584
O 3.687 -0.202 -0.250  -0.241
O 1.336 0.414 -0.793  -0.527
N 1.250 0.095 3.082  0.034
N -2.522 -4.573 0.723  0.055
N 2.525 1.543 1.122  -0.330
N -0.351 -3.993 -0.051  0.078
C 4.608 1.252 2.349  -0.004
C 2.603 -1.008 5.261  0.003
C 1.186 -5.552 -1.070  -0.023
C -4.922 4.076 0.428  -0.042
C -5.153 -1.447 0.236  -0.337
C -0.133 -5.256 -0.429  -0.319
C -3.257 0.862 1.292  -0.332
C -2.261 2.375 -2.284  0.113
C -5.317 2.963 -0.220  -0.063
C 2.615 3.630 -3.176  -0.024
C -2.797 4.136 -0.709  -0.046
C 2.215 2.610 -2.327  -0.060
C 3.921 4.110 -3.160  -0.252
C 0.620 -0.593 4.000  -0.131
C -4.865 1.164 -1.825  -0.167
C 3.270 1.013 2.222  -0.298
C -4.480 2.339 -1.208  -0.300
C 5.341 0.716 3.429  -0.046
C -3.633 4.680 0.187  -0.058
C 4.338 5.236 -4.064  -0.039
C -3.158 2.939 -1.453  -0.263
C -1.108 -6.229 -0.238  -0.007
C 1.365 4.381 0.651  -0.328
C -1.528 -3.723 0.511  -0.758
C 4.716 -0.032 4.383  -0.017
C 2.592 0.256 3.209  -0.205
C 3.138 2.066 -1.448  -0.296
C 4.453 2.513 -1.424  -0.045
C 4.834 3.531 -2.278  -0.017
C -2.295 -5.829 0.341  -0.113
C 3.322 -0.266 4.298  -0.141
C 1.317 3.148 3.469  -0.312
C 1.257 -1.177 5.115  -0.034
H 0.831 4.638 -0.262  -0.019
H 1.231 5.181 1.380  0.003
H 0.698 4.003 3.746  0.011
H 1.367 -6.623 -1.141  0.079
H 2.425 4.294 0.418  0.003
H -4.202 1.344 1.536  0.011
H 6.404 0.907 3.493  0.112
H 3.769 5.230 -4.992  0.082
H -2.480 1.613 1.155  -0.039
H 5.171 2.054 -0.757  0.112
H -3.100 -6.535 0.511  0.115
H -4.865 -2.004 1.125  -0.001
H -5.588 4.542 1.144  0.116
H 2.358 3.468 3.425  0.025
H -2.980 0.196 2.107  -0.017
H -5.875 0.806 -1.657  0.080
H -4.447 0.905 -2.788  0.060
H 5.860 3.876 -2.270  0.122
H 4.167 6.198 -3.576  0.091
H -6.292 2.531 -0.030  0.124
H -0.945 -7.256 -0.532  0.113
H 5.398 5.174 -4.308  0.083
H -3.359 5.572 0.734  0.111
H -5.959 -0.757 0.484  0.009
H 5.269 -0.443 5.218  0.119
H 1.198 2.360 4.210  0.002
H 1.988 -5.082 -0.504  0.086
H -1.285 2.827 -2.418  0.072
H 1.901 4.054 -3.873  0.119
H 1.205 -5.130 -2.076  0.090
H 5.112 1.849 1.599  0.112
H -0.451 -0.714 3.864  0.100
H -5.494 -2.143 -0.528  0.008
H -1.826 4.574 -0.910  0.109
H 0.676 -1.739 5.832  0.109
H 3.132 -1.429 6.108  0.124
H 1.204 2.229 -2.353  0.099
H -2.466 1.488 -2.866  0.057



# 4
An isolated molecule of C15H23ClN4O4S, computed with the ωB97M-V functional and the def2-TZVPD basis.

Calculated values
**E_tot**: -53437.085 eV
**Multiplicity**: 1
**Energy above the lowest of the compared OMol25 structures with the same formula, charge and spin**: 39.2 kJ/mol
**Total charge**: 0
**SMILES string**: CO[C@@]1(C(=O)NC[C@H](CO)NC(=O)Cc2cc(Cl)n(C)n2)CCSC1
**E_HOMO**: -8.596 eV

Last column: Löwdin charge in e.
Positions of all 48 atoms, in Å:
Cl -0.833 -3.318 2.490  0.736
S -3.675 1.984 2.180  0.874
O -0.938 0.966 1.145  -0.187
O -2.575 0.832 -2.025  0.079
O 1.510 0.487 -5.041  -0.047
O 3.591 1.000 -0.990  0.073
N -0.468 0.328 -1.348  0.108
N 0.692 -1.130 2.663  -0.193
N 2.173 -0.647 -1.626  0.105
N 1.784 -0.527 2.171  0.147
C -0.065 -0.519 3.736  -0.015
C 3.093 -0.089 -0.787  -0.475
C 2.255 -1.337 1.232  -0.309
C 1.543 0.106 -2.701  -0.288
C -1.743 0.713 -1.143  -0.427
C -2.925 -0.267 0.836  -0.134
C 1.460 -2.494 1.113  -0.041
C -3.884 0.190 1.953  -0.431
C 0.475 -2.308 2.055  -0.701
C 3.453 -0.932 0.431  -0.039
C -0.227 2.195 1.173  -0.080
C 2.117 -0.315 -4.042  -0.215
C 0.033 -0.069 -2.644  -0.111
C -2.106 0.930 0.335  -0.476
C -3.007 2.148 0.511  -0.388
H -0.443 0.539 -3.409  0.131
H 1.926 0.304 -5.887  0.090
H -1.129 -0.652 3.557  0.067
H 3.201 -0.173 -4.011  0.127
H 0.089 0.148 -0.525  0.128
H 0.164 0.541 3.734  0.090
H 0.209 -0.959 4.695  0.095
H -4.917 -0.013 1.677  0.070
H 1.745 -1.515 -1.343  0.130
H -0.736 2.926 1.806  0.084
H -3.492 -0.688 0.007  0.127
H 4.120 -0.328 1.040  0.124
H -3.690 -0.305 2.903  0.063
H 1.792 1.156 -2.535  0.156
H 0.752 1.971 1.593  0.083
H -2.484 3.096 0.405  0.085
H -0.225 -1.116 -2.856  0.139
H -2.226 -1.026 1.188  0.092
H -0.090 2.609 0.170  0.100
H 1.913 -1.381 -4.213  0.124
H 1.588 -3.350 0.473  0.109
H 3.998 -1.816 0.094  0.127
H -3.794 2.105 -0.240  0.096



# 5
An isolated molecule of C10H17N3 in a non-equilibrium geometry, computed with the ωB97M-V functional and the def2-TZVPD basis.

Calculated values
**E_tot**: -15112.671 eV
**Multiplicity**: 1
**Energy above the lowest of the compared OMol25 structures with the same formula, charge and spin**: 229.7 kJ/mol
**Total charge**: 0
**SMILES string**: CC(C)(C)N1CCCc2nc[nH]c21
**E_HOMO**: -8.269 eV

Last column: Löwdin charge in e.
Positions of all 30 atoms, in Å:
N 1.717 1.633 -0.104  0.069
N 3.346 0.367 0.510  0.101
N -0.401 -0.267 -0.604  0.031
C -2.740 -0.159 -0.100  -0.031
C -1.438 1.792 -0.837  -0.071
C 0.957 -2.394 -0.635  -0.188
C -1.296 1.023 1.417  -0.062
C 1.211 0.365 -0.150  -0.055
C 2.241 -0.401 0.204  -0.292
C -1.454 0.586 0.011  -0.675
C 3.038 1.622 0.238  -0.153
C -0.366 -1.640 -0.309  -0.257
C 2.151 -1.940 0.212  -0.138
H -0.589 2.383 -0.539  0.040
H -3.145 -0.313 0.980  0.127
H -0.539 1.771 1.556  0.069
H -1.289 0.098 2.093  0.121
H -2.655 -1.134 -0.492  0.044
H 1.237 2.432 -0.480  0.124
H -2.106 1.635 1.784  0.085
H 3.197 -2.131 -0.401  0.166
H -3.402 0.334 -0.715  0.056
H -1.213 -2.183 -0.916  0.146
H -1.444 1.541 -1.995  0.138
H -2.379 2.424 -0.811  0.107
H 2.125 -2.362 1.173  0.079
H 1.326 -2.158 -1.651  0.112
H 3.499 2.499 0.407  0.082
H 0.883 -3.516 -0.560  0.123
H -0.471 -1.907 0.713  0.106



# 6
A cluster of 2 separate species, C3H6 in total in a non-equilibrium geometry, computed with the ωB97M-V functional and the def2-TZVPD basis.

Calculated values
**E_tot**: -3205.870 eV
**Multiplicity**: 1
**Energy above the lowest of the compared OMol25 structures with the same formula, charge and spin**: 153.3 kJ/mol
**Total charge**: 0
**SMILES string**: C#C.C
**E_HOMO**: -10.736 eV

Last column: Löwdin charge in e.
Positions of all 9 atoms, in Å:
C -0.351 -2.012 2.170  0.004
C -0.791 -1.791 1.069  0.004
C 0.444 1.514 -1.299  -0.064
H 0.020 -2.126 3.155  0.010
H -1.153 -1.633 0.130  -0.016
H -0.286 0.900 -1.839  0.010
H 0.040 1.804 -0.329  0.011
H 1.380 0.934 -1.160  0.023
H 0.697 2.409 -1.898  0.018